Density functional theory data (ωB97M-V/def2-TZVPD) for the ion C4H6N2 with charge +1.

## Properties
- HOMO energy (spin up / spin down) (eV) = -15.25 / -16.35
- spin multiplicity = 2
- E_LUMO (spin up / spin down) (eV) = -4.008 / -7.925
- charge = +1
- total energy (eV) = -7217.241

The geometry in XYZ format:
```
12
C4H6N2 ωB97M-V/def2-TZVPD
H -1.73104 1.32985 0.21250
H 0.39400 2.48296 0.56653
N 0.96575 -0.58497 -0.18897
C -1.22917 -1.73440 -0.23628
H -2.17055 -1.57258 0.28688
C 1.39721 0.61858 0.06904
C -0.37803 -0.54163 -0.14693
H 2.43176 0.92578 0.06141
H -0.73467 -2.55636 0.27560
N 0.34322 1.51051 0.28967
C -0.77676 0.82148 0.18312
H -1.47257 -1.98984 -1.26768
```



Density functional theory data (ωB97M-V/def2-TZVPD) for a cluster of 6 separate species, C29H40F7N4O12S in total.

## Properties
- HOMO energy (eV) = -11.34
- E_LUMO (eV) = -5.123
- charge = +1
- total energy (eV) = -91090.663

The geometry in XYZ format:
```
93
C29H40F7N4O12S ωB97M-V/def2-TZVPD
H -2.64575 2.11653 -6.63227
H -3.37443 -6.38063 7.69196
H -5.67718 5.12118 -2.02660
C -6.51323 3.41001 -1.04857
H -2.01483 1.39051 -0.46625
H -1.02080 -2.18474 4.65153
C -1.05943 2.41547 -5.22379
C -2.26860 4.18008 -6.20429
O -3.05696 4.97463 -4.05913
O -0.29402 -0.70883 -4.45787
C -0.29148 -0.94102 1.33919
H 2.51383 -1.23753 -4.44272
C 5.06549 -3.37532 1.81254
H -4.13796 -5.01573 6.85999
H -3.44495 4.39938 -1.72330
H -0.01773 2.75310 -5.22837
H 6.17849 -4.84458 0.63330
H 3.88241 0.59628 -5.26147
C 4.89808 -3.40067 3.30166
H 6.25214 -6.21758 2.97955
H 3.45243 -0.61787 2.63070
N -1.34599 -2.17844 3.64403
F 2.09312 5.43281 0.24790
C 2.27160 4.57134 1.44396
F 1.26725 2.57087 -0.51096
H 4.68834 -5.43887 1.38456
C -1.78472 2.78138 -6.49224
H -2.70870 -1.41532 -1.13365
H 2.65092 1.77701 -4.78460
H -2.08313 -1.94565 0.96945
H -1.08195 1.33782 -5.03728
H -0.69345 0.91770 -1.73890
C 2.10539 0.65514 -6.52626
H -2.19119 -1.53100 3.65077
C -1.79041 0.65574 -1.35200
H 5.81474 -2.62336 1.54985
O 4.64609 0.28169 0.30494
H -6.68617 3.07495 -0.02210
F 0.94552 4.12599 2.01362
H 2.03568 0.06990 -3.30296
O 4.27714 -2.58077 3.95770
C -1.69321 -0.90752 -0.76381
C -1.66507 -3.68971 6.86638
H -5.58300 5.22721 -0.26082
C -3.23780 -5.33645 7.39839
H 2.52844 -0.13918 -7.15016
F 2.93848 5.34495 2.55739
O -2.27092 -3.31000 8.02955
N 1.98692 -0.22530 0.94349
C -5.80514 2.32692 -1.80467
O 5.57939 -4.45685 3.83504
H 1.67939 -1.84493 4.48130
F 3.21316 2.39626 2.41148
C 5.54937 -4.77401 1.52458
C 2.30940 -0.73810 2.30368
N 0.71840 -0.31568 0.46856
F 4.62921 3.63279 0.90342
C -2.02390 -5.10641 6.53414
H -3.21756 4.38718 -6.70429
H -2.37558 -4.89049 9.34213
H 4.11654 -3.16821 1.31254
O 0.75534 0.31684 -6.21213
O -0.91198 -2.98054 6.21977
H 2.12952 1.59538 -7.08482
O -1.75470 3.09855 -4.18178
C 0.71156 -0.24263 -4.96744
H -7.45512 3.67789 -1.53281
C -2.43602 4.15473 -4.71516
O -4.47323 2.61166 -1.90024
N -1.71779 -0.97115 0.74340
C 2.07714 -0.23928 -4.34991
C 1.35286 -1.44139 3.42393
H -1.15561 2.71081 -7.38353
S 3.18316 0.56170 -0.11749
H -3.92304 -4.07054 9.01783
H 7.31637 -4.80229 2.78846
C -4.19963 3.81675 -1.18702
F 3.48308 2.98877 -1.33082
C 2.72301 2.38213 -0.17768
H -0.83527 -1.52978 -1.27660
C -0.21643 -1.56920 2.84596
H -2.52628 0.74570 -2.25840
C -5.51805 4.54109 -1.10944
C 3.19935 3.22219 1.16033
H -2.26045 -5.21480 5.47315
C 2.80541 0.77278 -5.19771
O -6.32522 1.31436 -2.24331
O 2.97765 -0.00202 -1.57774
H -1.19411 -5.76069 6.81554
H -1.51936 4.93203 -6.46698
C 6.27466 -5.13993 2.79304
C -2.98930 -4.41935 8.56719
H -3.80963 3.55615 -0.19750
```



Density functional theory data (ωB97M-V/def2-TZVPD) for the ion C21H15N2O8S2 with charge -1.

## Properties
- HOMO energy (eV) = -4.32
- E_LUMO (eV) = 1.625
- charge = -1
- SMILES = O=[N+]([O-])c1cccc([C@@H]([C@@H](C2=[S@](=O)([O-])c3ccccc3S2(=O)=O)c2ccccc2)[N+](=O)[O-])c1
- total energy (eV) = -63043.376

The geometry in XYZ format:
```
48
C21H15N2O8S2 ωB97M-V/def2-TZVPD
H -0.71761 2.41441 -2.26165
N -2.29224 1.55024 2.74032
C -1.93176 0.73043 0.47674
H -0.65239 -0.37741 -3.68630
O -3.35333 -1.41218 -2.79172
H -0.39931 -2.49739 -5.34916
O 1.56040 1.91763 -2.59676
N -2.63683 -1.09550 -1.80655
C 1.07121 -0.69551 -2.65757
C 3.44847 -0.84683 -1.43890
H -1.86905 0.51530 -2.90523
C 4.49151 -1.33383 -0.69155
H -2.12366 -0.31560 0.71698
H -1.07616 4.33256 -0.70307
C 5.70929 -0.70958 -0.78683
C 3.54799 0.23624 -2.30568
H 6.84150 0.89108 -1.75027
C -1.02333 -4.41542 -4.55621
O -2.44123 0.36658 3.11199
H -1.73292 -5.01345 -1.24160
C -1.34450 -4.54945 -2.15572
H -1.86504 -6.15900 -3.48786
O -2.80839 -1.53255 -0.65977
O 2.00936 -3.06050 -1.83481
C -1.71069 3.10495 0.93737
C -0.58519 -2.48698 -3.14575
C 5.87046 0.39528 -1.65266
C -0.81538 -3.28464 -2.01548
C -0.60466 -3.08282 -4.43315
H 4.88862 1.70890 -3.10999
H -1.09579 -4.89043 -5.53948
H 4.31857 -2.20046 -0.06547
C -1.94291 1.81257 1.39461
O 1.14733 -1.31098 -0.17991
C -0.31879 -0.99172 -2.85054
H -1.93193 3.90114 1.60914
H -0.70103 -2.84315 -1.00415
C -1.33718 3.32712 -0.37955
S 2.06163 0.71007 -3.22549
C 4.78210 0.86875 -2.41287
O -2.45504 2.54177 3.47678
C -1.18462 2.25460 -1.27059
C -1.46419 -5.13522 -3.41558
C -1.52758 0.91837 -0.85603
H 6.54783 -1.06578 -0.21611
C -1.56886 -0.08098 -1.95096
O 2.30686 0.70548 -4.65859
S 1.83935 -1.68325 -1.40772
```



Density functional theory data (ωB97M-V/def2-TZVPD) for the ion C12H26FN3OPS with charge +1.

## Properties
- HOMO energy (eV) = -13.15
- E_LUMO (eV) = -4.755
- charge = +1
- SMILES = CCCCCCCC[N@+](C[C@H](C)F)(N=C=S)P(N)O
- total energy (eV) = -42215.270

The geometry in XYZ format:
```
45
C12H26FN3OPS ωB97M-V/def2-TZVPD
C 2.89532 1.36682 -1.75403
H 3.80159 1.95114 -2.06755
C 2.15480 2.07272 -0.54524
H 3.94864 -0.49456 -2.37341
H -2.18323 -2.35702 1.67332
H -0.53048 -1.53635 -0.90576
F -0.90171 -3.60506 0.78483
N -3.28033 -0.08728 2.22884
S -1.45128 -1.18300 -4.08317
H -0.30388 -0.82106 2.46436
H -4.24573 -2.38590 0.99036
H 0.46657 2.82313 1.37288
N -2.33208 -0.39053 -0.56907
C -1.54103 -1.66291 -0.41404
H 1.00202 0.19886 -0.23483
C 4.29880 -0.30453 -0.22132
C -0.02241 -1.67755 1.80631
H -3.83182 0.59845 2.75375
H 2.94282 2.56143 0.10088
H 0.29385 -2.50544 2.51053
H 2.02450 0.69226 1.14925
H -2.08845 -2.52969 -0.89034
C -1.58448 0.89946 -0.78626
C -1.26295 -2.23797 1.03031
H -2.06219 1.98329 1.18390
C 1.31230 1.09970 0.37103
H 4.18038 -1.36893 0.14488
O -4.56398 -1.72734 0.34544
H -2.26478 1.51609 -1.44845
P -3.77866 -0.22653 0.58098
H -0.64417 0.78929 -1.40016
H 2.48532 -0.82279 -1.37802
C 0.12277 1.76692 1.14249
C -2.41331 -0.76001 -2.83202
H 4.05368 0.37126 0.63591
C 3.36224 -0.11616 -1.48369
H 5.38516 -0.20997 -0.49797
H -1.25383 2.91333 -0.06570
H -2.28029 0.06854 2.35891
H 2.17185 1.33182 -2.62123
H 1.50256 2.88149 -0.97096
N -3.09997 -0.58183 -1.78825
H -0.06982 1.33979 2.17324
H 0.85106 -1.50863 1.13431
C -1.26539 1.87527 0.39474
```



Density functional theory data (ωB97M-V/def2-TZVPD) for a cluster of 9 separate species, C48H128BF4N8O16 in total.

## Properties
- HOMO energy (eV) = -20.91
- E_LUMO (eV) = -11.935
- charge = +7
- total energy (eV) = -108005.771

The geometry in XYZ format:
```
205
C48H128BF4N8O16 ωB97M-V/def2-TZVPD
N -5.44102 -13.69911 3.35235
C -13.41756 -11.00450 -4.43982
N -4.48271 -9.74546 -8.00063
H -4.19254 -8.80660 0.70129
H -7.41531 -10.55646 0.34148
H -17.23291 -10.49823 -5.87397
H -11.74720 -3.88056 -3.17516
H 0.45880 -4.49596 -1.71545
C -0.18544 -3.75861 -2.20724
H -8.60708 -9.45602 -8.09730
H -5.85971 -3.90875 -6.13010
C -4.43399 -16.85455 1.81404
H -4.65289 -9.24601 -5.90936
H -2.91589 -11.19719 -7.97522
C -5.18267 -14.92699 4.21327
H -5.08931 -14.60287 5.24873
C -8.32979 -10.51427 -8.16602
H 0.44328 -3.16384 -2.85954
H -1.03265 -8.28022 -1.12394
H -6.81242 -12.01018 -0.45721
H -8.53737 -14.13778 -3.22202
H -8.70684 -4.99094 5.49057
H -3.84765 -17.69889 2.19181
H -3.07526 -14.84482 3.98464
H -4.45082 -16.90930 0.73283
C -2.15655 -10.05158 -0.81313
B -5.89093 -8.71604 -3.10176
H -3.91814 -9.81671 -1.95219
H -8.99235 -9.83993 -2.68682
H -3.98556 -5.30381 -5.53446
C -11.33621 -11.08053 -2.08629
C -5.07146 -9.93892 -6.63079
C -2.67909 -9.76586 -9.62146
H -2.62220 -8.66572 -9.64457
C -9.67196 -6.98887 8.84860
H -7.06960 -5.46778 3.82523
H -1.32133 -6.14370 -1.80539
H -12.28625 -1.74362 -4.36025
N -10.28142 -3.01964 -1.91814
H -3.16293 -3.97404 -3.81594
H -10.07689 -6.53669 9.76113
H -5.75330 -19.51763 -3.15496
H -5.44601 -17.08797 2.18631
H -6.82637 -8.17943 10.02589
H -9.45896 -3.97450 -0.22469
H -3.54790 -8.83853 -11.86396
C -6.19910 -13.23684 -3.76636
C -6.62619 -11.57975 2.88235
H -6.97906 -17.08443 -1.65703
H -2.61573 -9.30760 -2.73062
H -2.45703 -9.51866 -7.51745
H -7.25455 -7.45884 2.27126
H -5.53943 -13.99617 2.37798
C -3.08093 -5.83958 -2.93787
H -8.35378 -16.23817 -4.05992
F -7.19870 -8.55195 -3.62668
H -2.26234 -4.81861 -1.17295
H -11.28677 -0.85286 -3.25548
C -6.54910 -12.81739 3.77817
H -13.25043 -9.94349 -4.27818
H -5.39411 -5.77903 -4.53444
H -4.68295 -10.93610 -6.40337
H -7.85478 -7.09117 10.95523
H -3.62485 -16.44528 4.19142
H -7.66245 -14.45857 -1.68935
H -4.83084 -1.78155 -7.07889
C -5.29693 -3.66054 -5.21822
H -3.18466 -7.75413 1.69449
H -17.74089 -10.60947 -4.13698
N -7.20112 -17.22453 -2.64575
C -4.69810 -4.98087 -4.77343
O -15.72613 -10.57101 -4.44949
C -11.57066 -2.92916 -2.68397
F -4.96103 -7.98181 -3.86603
H -2.76618 -6.50105 -3.74027
C -9.78881 -6.50100 -3.90307
C -7.15917 -6.18450 4.65417
C -3.59193 -9.92894 -11.79847
H -7.94452 -8.91265 3.02643
H -8.55165 -5.13544 8.34045
H -10.14368 -0.37391 -5.47493
H -8.91808 -7.18566 6.31792
C -17.04356 -10.93978 -4.89562
C -3.95304 -2.26186 -6.63104
O -3.69261 -10.30681 -10.41726
H -9.06407 -16.37471 -2.31786
C -7.75014 -14.74018 -2.74970
H -11.02697 -12.12096 -2.29810
H -9.44022 -7.47996 -3.56059
O -10.23334 -2.15599 -4.41413
H -3.75794 -6.37257 -2.27590
C -9.19813 -5.89846 7.90661
H -9.48096 -2.98487 -2.56051
H -2.77236 -10.59905 -0.10306
H -9.22313 -11.32447 -3.67956
C -6.68726 -19.65609 -2.58237
C -3.05061 -10.14060 -8.18797
H -4.46228 -7.09668 0.60514
H -7.02308 -12.75486 -4.30525
C -7.32960 -8.03829 3.19878
H -7.11663 -6.54985 9.44734
C -10.06577 -1.46337 -5.62927
C -6.65219 -11.34520 0.38691
N -2.91537 -10.05242 -2.09408
O -10.33374 -5.68417 -2.89728
O -8.65388 -7.90970 9.13962
H -7.57034 -11.05454 3.00008
H -6.33128 -17.06704 -3.16720
O -6.71353 -12.17971 1.55050
H -7.29366 -21.52815 -0.82154
H -9.49972 -9.68485 -4.39039
H -1.71758 -10.21068 -9.89197
H -5.06723 -10.26482 -8.67974
N -3.83859 -4.71939 -3.56943
H -5.38220 -13.26884 -4.48396
H -4.65629 -14.57959 -1.43459
C -2.95322 -12.59102 -2.05097
H -3.26947 -14.41709 -0.29288
H -5.69219 -10.82767 0.30978
H -6.30285 -12.51703 4.79653
O -2.84018 -7.72598 -0.41716
H -13.12838 -11.68280 -1.05058
F -5.77139 -8.39796 -1.74610
H -14.61374 -11.58347 -2.86951
H -2.05374 -12.79462 -1.46194
H -12.36551 -2.73943 -1.96648
C -7.70905 -18.62100 -2.94574
H -17.11237 -12.02592 -5.00956
H -9.02355 -11.01956 -7.47560
H -8.59257 -18.70503 -2.31227
H -0.57330 -3.11902 -1.40562
H -7.18291 -4.77184 6.34811
N -8.33216 -6.50741 6.80735
C -12.84373 -11.09091 -1.91807
H -4.52849 -8.77481 -8.32818
H -9.42693 -6.31783 -1.16888
O -10.95831 -10.29175 -3.17382
H -6.95522 -8.94804 -6.69020
H -7.03855 -10.51004 -5.88399
C -14.71347 -11.17694 -5.17922
C -7.81093 -5.50115 5.84682
C -2.82797 -11.33370 -2.88479
H -6.30918 -8.32739 3.47794
H -3.61320 -11.24732 -3.62984
H -2.68818 -10.32468 -12.26506
H -7.56990 -6.99138 7.29055
H -6.65545 -20.67295 0.51465
O -7.91440 -7.30792 4.24629
H -4.45620 -4.31879 -2.86048
H -10.81718 -10.71351 -1.19526
H -13.39345 -12.65551 -3.17000
H -9.08016 -1.54100 -6.07952
H -10.85963 -1.68088 -6.34762
C -8.22797 -16.18431 -2.98298
H -10.50771 -7.51358 8.38127
H -5.94750 -12.65150 -2.88222
H -4.56632 -13.16186 3.33533
O -6.97421 -10.71041 -7.82344
C -4.19824 -13.96601 -0.64882
C -9.55940 -10.29722 -3.49833
H -11.10721 -4.45930 -0.57527
C -3.88640 -15.51412 3.67861
C -1.76119 -8.64156 -0.39325
H -8.09827 -19.97711 -0.30235
H -5.73577 -10.96410 3.03671
H -4.46412 -10.31508 -12.31134
H -1.23431 -10.62013 -0.93866
N -13.60958 -11.66028 -3.09424
H -1.28297 -8.70183 0.58840
C -6.56492 -9.97365 -6.71458
C -7.59284 -7.41343 9.94542
H -6.10853 -15.49444 4.12384
H -10.60688 -6.68123 -4.59663
H -6.89122 -20.66728 -2.95152
H -10.22706 -2.19471 -1.31422
H -6.11022 -6.45983 4.84454
H -7.94177 -18.71508 -4.00385
H -13.26734 -10.09220 -1.82101
H -7.46858 -13.39447 3.76001
H -14.92269 -12.24582 -5.36515
H -3.60640 -3.03981 -7.31397
O -4.04620 -12.65399 -1.17098
H -1.83123 -11.37060 -3.32152
H -8.95883 -6.05924 -4.46684
C -9.56315 -5.41263 -1.76522
C -7.15902 -20.51603 -0.43903
O -4.30243 -2.71877 -5.32382
C -10.15109 -4.20978 -1.03292
H -10.00785 -5.36910 7.40654
H -6.10103 -3.32057 -4.54974
C -11.41237 -1.84836 -3.71082
C -1.94593 -5.29654 -2.11332
O -3.92297 -15.62822 2.28963
H -14.63299 -10.76295 -6.19465
O -1.26725 -4.36821 -2.89817
H -3.02495 -13.37102 -2.82333
H -8.58649 -5.02813 -2.12663
H -12.55499 -11.45879 -4.90827
H -8.53874 -10.90052 -9.15755
O -6.55367 -14.58924 -3.45014
O -6.30480 -19.65874 -1.22859
H -3.22069 -1.46350 -6.56508
F -5.63809 -10.13636 -3.25358
C -3.67129 -7.83519 0.72021
H -4.88808 -13.92148 0.19220
```